# 1
This record from the Open Molecules 2025 dataset describes a 2-piece molecular cluster, C5H9NO overall at a distorted geometry. The level of theory is the ωB97M-V functional and the def2-TZVPD basis.

**SMILES**: C[C@@H]1CN1.C=C=O
**Relative energy (zero: lowest compared OMol25 entry of this formula, charge and spin)**: 2.938 eV
**Largest force on an atom**: 1.05 eV/A
**Highest occupied orbital energy**: -9.38 eV
**Frontier orbital gap**: 10.29 eV
**LUMO level**: 0.90 eV

ORCA input file:
```
! wB97M-V def2-TZVPD RIJCOSX def2/J DEFGRID3
* xyz 0 1
C -1.46045 -0.17147 1.21800
C -1.40007 0.14284 -0.25643
C -0.19732 0.75649 -0.86420
N -1.39761 1.55567 -0.63268
H -0.89263 0.57723 1.78103
H -2.49478 -0.15692 1.57883
H -1.03372 -1.16080 1.42023
H -1.96650 -0.53475 -0.89845
H 0.06855 0.47306 -1.88366
H 0.64079 1.01691 -0.22249
H -1.90073 1.70466 -1.50247
C 2.75844 -0.43072 -0.05399
C 1.85575 -1.35018 0.19603
O 1.09817 -2.19656 0.46446
H 2.62417 0.33701 -0.80390
H 3.69795 -0.56247 0.45969
*
```

***

# 2
This record from the Open Molecules 2025 dataset describes one molecule with the formula C5H9NO at a distorted geometry. The level of theory is the ωB97M-V functional and the def2-TZVPD basis.

**SMILES**: CC1=C([O-])C[N@@H+]1C
**Relative energy (zero: lowest compared OMol25 entry of this formula, charge and spin)**: 3.447 eV
**Largest force on an atom**: 1.85 eV/A
**Highest occupied orbital energy**: -7.08 eV
**Frontier orbital gap**: 7.58 eV
**LUMO level**: 0.50 eV

ORCA input file:
```
! wB97M-V def2-TZVPD RIJCOSX def2/J DEFGRID3
* xyz 0 1
C 0.89413 -0.47073 -1.75478
C 0.67915 -0.03357 -0.35894
C 1.40312 0.38270 0.75403
O 2.54771 0.36242 1.18663
C 0.12138 0.96244 1.39061
N -0.61456 0.48572 0.16282
C -1.49243 -0.71143 0.35572
H 0.32904 -1.36311 -2.04773
H 1.95087 -0.71691 -1.87672
H 0.66441 0.31510 -2.48601
H 0.08319 2.04577 1.47263
H -0.25294 0.51300 2.30767
H -1.02925 1.27242 -0.36733
H -1.04058 -1.63176 0.69676
H -2.03646 -0.98659 -0.52320
H -2.20677 -0.42546 1.08784
*
```

***

# 3
This record from the Open Molecules 2025 dataset describes one molecule with the formula C5H9NO. The level of theory is the ωB97M-V functional and the def2-TZVPD basis.

**SMILES**: C[C@H]1CC/C1=N\O
**Relative energy (zero: lowest compared OMol25 entry of this formula, charge and spin)**: 3.204 eV
**Largest force on an atom**: 0.67 eV/A
**Highest occupied orbital energy**: -9.38 eV
**Frontier orbital gap**: 10.46 eV
**LUMO level**: 1.09 eV

ORCA input file:
```
! wB97M-V def2-TZVPD RIJCOSX def2/J DEFGRID3
* xyz 0 1
C 0.69994 1.81624 0.45799
C 0.66696 0.41142 -0.12969
C 1.00489 -0.78263 0.82214
C -0.39605 -1.42057 0.55419
C -0.64958 -0.26587 -0.41767
N -1.31467 0.08947 -1.43676
O -2.40243 -0.69139 -1.78818
H 1.73908 2.16188 0.47563
H 0.30457 1.87868 1.47872
H 0.12811 2.49716 -0.18119
H 1.19050 0.45369 -1.08934
H 1.86566 -1.40707 0.55788
H 1.13223 -0.46445 1.86143
H -1.04883 -1.47671 1.43446
H -0.37704 -2.41511 0.09595
H -2.54334 -0.38474 -2.69554
*
```

***

# 4
This record from the Open Molecules 2025 dataset describes a 2-piece molecular cluster, C5H9NO overall at a distorted geometry. The level of theory is the ωB97M-V functional and the def2-TZVPD basis.

**SMILES**: Cc1cc[nH]c1.O
**Relative energy (zero: lowest compared OMol25 entry of this formula, charge and spin)**: 1.254 eV
**Largest force on an atom**: 1.35 eV/A
**Highest occupied orbital energy**: -8.29 eV
**Frontier orbital gap**: 9.00 eV
**LUMO level**: 0.71 eV

ORCA input file:
```
! wB97M-V def2-TZVPD RIJCOSX def2/J DEFGRID3
* xyz 0 1
C 1.97348 -0.26095 0.40104
C 0.59219 0.24475 0.69377
C 0.02814 1.50068 0.37564
C -1.31237 1.43919 0.69632
N -1.55572 0.20078 1.25122
C -0.41840 -0.56648 1.14492
H 2.30472 -0.02756 -0.61331
H 2.68487 0.11348 1.13312
H 2.05362 -1.34565 0.44385
H 0.51235 2.41447 0.07465
H -1.95615 2.26400 0.94382
H -2.46335 -0.22606 1.20878
H -0.42347 -1.64346 1.09018
O -0.35558 -1.58374 -3.10022
H -1.06018 -1.86276 -2.50319
H -0.60415 -0.66066 -3.24058
*
```

***

# 5
This record from the Open Molecules 2025 dataset describes one molecule with the formula C5H9NO. The level of theory is the ωB97M-V functional and the def2-TZVPD basis.

**Relative energy (zero: lowest compared OMol25 entry of this formula, charge and spin)**: 3.534 eV
**Largest force on an atom**: 0.29 eV/A
**Highest occupied orbital energy**: -6.08 eV
**Frontier orbital gap**: 6.99 eV
**LUMO level**: 0.92 eV

ORCA input file:
```
! wB97M-V def2-TZVPD RIJCOSX def2/J DEFGRID3
* xyz 0 1
C 1.21035 0.82057 1.04840
C 0.20649 -0.23684 0.68800
C 0.73524 -0.38493 -1.76789
C -1.13142 -0.13666 1.39849
O -2.10270 -0.56404 0.39291
C -1.47350 -0.51529 -0.78944
N -0.19331 -0.31569 -0.65274
H 2.04028 0.87972 0.33276
H 1.66628 0.60510 2.02241
H 0.76020 1.83516 1.12411
H 1.31680 -1.30574 -1.66896
H 0.18040 -0.37870 -2.71127
H 1.41279 0.47345 -1.74383
H -1.26661 -0.79437 2.26747
H -1.39210 0.90282 1.71618
H -1.98316 -0.85068 -1.68142
*
```

***

# 6
This record from the Open Molecules 2025 dataset describes a 2-piece molecular cluster, C5H9NO overall at a distorted geometry. The level of theory is the ωB97M-V functional and the def2-TZVPD basis.

**SMILES**: CN1CC1.C=C=O
**Relative energy (zero: lowest compared OMol25 entry of this formula, charge and spin)**: 3.147 eV
**Largest force on an atom**: 1.06 eV/A
**Highest occupied orbital energy**: -9.00 eV
**Frontier orbital gap**: 9.99 eV
**LUMO level**: 0.99 eV

ORCA input file:
```
! wB97M-V def2-TZVPD RIJCOSX def2/J DEFGRID3
* xyz 0 1
C -0.74387 1.98135 -0.30592
N -0.46438 0.55768 -0.22921
C -1.55432 -0.29956 0.19723
C -0.41179 -0.02416 1.10031
H -1.16839 2.21492 -1.28779
H 0.18903 2.54276 -0.19331
H -1.44961 2.32423 0.46921
H -2.51391 0.16501 0.42971
H -1.60653 -1.25965 -0.31095
H -0.56650 0.63697 1.95054
H 0.35163 -0.78232 1.26102
C 1.67361 -1.58545 -1.06425
C 2.40659 -1.67435 0.02029
O 3.04160 -1.75189 1.00105
H 1.93021 -2.21707 -1.90368
H 0.88662 -0.82847 -1.13425
*
```

***

# 7
This record from the Open Molecules 2025 dataset describes one molecule with the formula C5H9NO at a distorted geometry. The level of theory is the ωB97M-V functional and the def2-TZVPD basis.

**SMILES**: C[C@H](C#N)CCO
**Relative energy (zero: lowest compared OMol25 entry of this formula, charge and spin)**: 1.127 eV
**Largest force on an atom**: 1.16 eV/A
**Highest occupied orbital energy**: -10.51 eV
**Frontier orbital gap**: 11.42 eV
**LUMO level**: 0.91 eV

ORCA input file:
```
! wB97M-V def2-TZVPD RIJCOSX def2/J DEFGRID3
* xyz 0 1
C 1.30981 1.60563 0.39695
C 0.64431 0.43652 -0.34174
C -0.46471 0.93493 -1.17739
N -1.33508 1.32672 -1.83287
C 0.18474 -0.65823 0.65710
C -1.12778 -1.33753 0.29876
O -1.00072 -1.94267 -0.97243
H 2.15474 1.23644 0.98782
H 0.59120 2.07950 1.07460
H 1.67570 2.36701 -0.29602
H 1.36261 -0.00773 -1.04108
H 0.97272 -1.41742 0.71601
H 0.09604 -0.22194 1.66092
H -1.93870 -0.59892 0.30829
H -1.35557 -2.08900 1.06708
H -1.76930 -1.71329 -1.50599
*
```

***

# 8
This record from the Open Molecules 2025 dataset describes one molecule with the formula C5H9NO. The level of theory is the ωB97M-V functional and the def2-TZVPD basis.

**SMILES**: CC(=O)[C@@H]1CN1C
**Relative energy (zero: lowest compared OMol25 entry of this formula, charge and spin)**: 2.025 eV
**Largest force on an atom**: 0.69 eV/A
**Highest occupied orbital energy**: -9.40 eV
**Frontier orbital gap**: 10.36 eV
**LUMO level**: 0.96 eV

ORCA input file:
```
! wB97M-V def2-TZVPD RIJCOSX def2/J DEFGRID3
* xyz 0 1
C -1.46702 1.21067 1.22561
C -1.46126 -0.18366 0.66025
O -2.39965 -0.94638 0.78109
C -0.26697 -0.70029 -0.06638
C 1.11928 -0.69945 0.49015
N 0.74652 0.22383 -0.54816
C 1.29682 0.00375 -1.87364
H -2.48855 1.46366 1.51114
H -0.83250 1.23263 2.11968
H -1.06688 1.94937 0.52598
H -0.59099 -1.59524 -0.58944
H 1.72933 -1.56159 0.21108
H 1.32155 -0.28832 1.47612
H 2.29466 0.45252 -1.94015
H 0.65104 0.49279 -2.60853
H 1.37295 -1.06585 -2.12206
*
```

***

frontier orbital gap of number 1 (C5H9NO)?
10.29 eV